1.
Density functional theory data (ωB97M-V/def2-TZVPD) for a molecular structure, C31H21F3N7RhS2SbSe.

Maximum force in Eh/bohr: 0.00575
Energy above the lowest of the compared OMol25 structures with the same formula, charge and spin in kJ/mol: 0.00
LUMO in eV: -5.08
Total charge: +1

Atoms and positions in Å:
Rh -0.35 0.55 1.41
S -0.37 0.31 3.71
C 1.34 0.21 4.10
C 1.72 0.03 5.42
C 3.06 -0.05 5.77
C 3.42 -0.25 7.14
N 3.71 -0.42 8.24
C 4.05 0.06 4.78
C 3.67 0.24 3.45
C 2.32 0.31 3.11
S 1.91 0.54 1.41
C 5.44 -0.02 5.10
N 6.56 -0.07 5.34
H 0.97 -0.06 6.20
H 4.43 0.33 2.69
Se -4.34 -0.33 1.60
N -4.28 -2.09 1.67
C -3.01 -2.46 1.55
C -2.45 -3.77 1.58
C -1.10 -3.88 1.46
C -0.27 -2.72 1.33
N -0.75 -1.51 1.28
C -2.10 -1.38 1.39
N -2.57 -0.15 1.38
H -3.09 -4.64 1.69
H -0.62 -4.84 1.48
H 0.81 -2.82 1.27
N -1.33 3.34 1.27
N -0.21 2.57 1.72
H -1.21 4.30 1.58
H -2.15 2.98 1.74
H -0.05 2.68 2.73
H 0.63 2.88 1.24
F 4.58 2.62 -4.43
C 3.51 2.19 -3.74
C 2.26 2.66 -4.08
C 1.17 2.21 -3.37
C 1.33 1.29 -2.33
C 2.61 0.84 -2.01
C 3.71 1.28 -2.72
Sb -0.36 0.62 -1.27
C -0.56 -1.41 -1.84
C -1.80 -2.02 -1.70
C -1.96 -3.38 -1.90
C -0.84 -4.13 -2.24
F -0.98 -5.45 -2.42
C 0.40 -3.56 -2.40
C 0.54 -2.19 -2.19
C -1.93 1.44 -2.40
C -2.18 0.91 -3.67
C -3.19 1.43 -4.47
C -3.94 2.49 -3.97
F -4.91 3.00 -4.73
C -3.71 3.04 -2.72
C -2.70 2.50 -1.94
H 2.16 3.37 -4.89
H 0.18 2.57 -3.63
H 2.77 0.14 -1.19
H 4.71 0.94 -2.49
H -2.68 -1.43 -1.44
H -2.92 -3.87 -1.81
H 1.24 -4.18 -2.68
H 1.52 -1.74 -2.32
H -1.59 0.08 -4.05
H -3.40 1.04 -5.45
H -4.31 3.87 -2.39
H -2.49 2.93 -0.97

---

2.
Density functional theory data (ωB97M-V/def2-TZVPD) for 2 unconnected molecules or ions with the total composition C31H22BCl2F3O2S.

Maximum force in Eh/bohr: 0.11405
Energy above the lowest of the compared OMol25 structures with the same formula, charge and spin in kJ/mol: 728.90
LUMO in eV: -2.82

Atoms and positions in Å:
Cl -5.27 2.10 -0.98
C -3.64 1.58 -0.76
C -3.26 0.31 -1.23
C -1.99 -0.17 -0.90
C -1.15 0.58 -0.07
C -0.04 -0.15 0.72
C 1.00 -0.79 -0.22
C 2.23 -1.25 0.29
C 2.94 -2.24 -0.40
C 2.38 -2.74 -1.59
Cl 2.93 -4.27 -2.17
C 1.35 -2.06 -2.23
C 0.79 -0.94 -1.59
C -1.44 1.92 0.18
C -2.73 2.41 -0.10
H -3.95 -0.28 -1.84
H -1.65 -1.14 -1.27
H 0.53 0.64 1.24
H 2.65 -0.78 1.18
H 3.86 -2.65 0.01
H 0.99 -2.42 -3.19
H 0.20 -0.23 -2.16
H -0.70 2.53 0.69
H -3.03 3.41 0.20
C 1.32 1.03 4.37
C 0.31 0.20 3.69
C -1.04 0.54 3.45
C -1.64 -0.29 2.52
C -0.66 -1.04 1.66
B 1.77 1.88 -1.66
C -1.17 -2.38 1.05
C -0.26 -3.38 0.73
C -0.64 -4.47 -0.05
C -1.97 -4.59 -0.45
C -2.32 -5.60 -1.52
F -3.63 -5.96 -1.50
F -2.07 -5.06 -2.76
F -1.56 -6.73 -1.42
C -2.92 -3.70 0.00
C -2.53 -2.59 0.76
O 1.13 2.96 -2.29
C 1.63 4.11 -1.75
C 2.61 3.78 -0.80
C 3.53 4.70 -0.36
C 3.52 5.96 -0.97
C 2.56 6.29 -1.93
C 1.57 5.36 -2.30
O 2.68 2.40 -0.75
S 0.70 -1.31 2.98
H 0.83 1.74 5.05
H 2.00 0.37 4.92
H 1.90 1.60 3.64
H -1.54 1.36 3.98
H -2.70 -0.30 2.27
H 0.79 -3.28 1.02
H 0.10 -5.18 -0.39
H -3.96 -3.81 -0.29
H -3.30 -1.89 1.10
H 4.28 4.40 0.36
H 4.27 6.69 -0.68
H 2.58 7.26 -2.42
H 0.83 5.58 -3.06

---

3.
Density functional theory data (ωB97M-V/def2-TZVPD) for a molecular structure, C31H22BF3NO11S2.

Maximum force in Eh/bohr: 0.10363
LUMO in eV: -0.03
Total charge: -1

Atoms and positions in Å:
O -6.61 -2.65 5.12
S -5.62 -1.67 4.53
O -6.42 -0.73 3.65
C -4.44 -2.63 3.44
O -4.35 -3.96 4.02
C -3.29 -4.69 3.49
F -2.06 -4.05 3.53
F -3.58 -5.21 2.21
F -3.16 -5.83 4.31
N -4.83 -0.77 5.73
S -3.76 -1.73 6.64
O -3.40 -0.92 7.86
O -2.45 -1.96 5.90
C -4.50 -3.30 7.28
B -3.45 -4.00 8.34
O -2.10 -3.56 8.50
O -3.96 -5.14 9.08
H -3.47 -2.05 3.42
H -4.94 -2.64 2.41
H -4.70 -4.09 6.49
H -5.49 -3.09 7.80
H -1.53 -4.30 8.22
H -4.62 -5.55 8.49
C 3.54 0.34 -2.12
C 4.11 -0.93 -2.15
C 3.82 -1.85 -1.15
C 2.98 -1.49 -0.10
C 2.43 -0.21 -0.06
C 2.70 0.70 -1.08
C 1.56 0.20 1.07
O 1.08 1.32 1.11
C 1.30 -0.77 2.16
C 0.54 -0.38 3.27
C 0.28 -1.28 4.29
C 0.78 -2.58 4.21
C 1.54 -2.97 3.12
C 1.82 -2.06 2.10
C 2.66 -2.48 0.96
O 3.10 -3.61 0.89
H 3.76 1.05 -2.91
H 4.78 -1.21 -2.97
H 4.27 -2.84 -1.18
H 2.27 1.70 -1.06
H 0.15 0.63 3.33
H -0.31 -0.98 5.15
H 0.57 -3.29 5.00
H 1.93 -3.99 3.06
C 3.10 5.70 -9.64
C 3.67 4.42 -9.67
C 3.38 3.51 -8.66
C 2.54 3.86 -7.62
C 1.99 5.15 -7.57
C 2.26 6.06 -8.59
C 1.12 5.55 -6.44
O 0.64 6.67 -6.40
C 0.87 4.58 -5.35
C 0.10 4.97 -4.25
C -0.15 4.06 -3.22
C 0.34 2.76 -3.30
C 1.10 2.38 -4.40
C 1.38 3.29 -5.42
C 2.22 2.87 -6.56
O 2.66 1.74 -6.63
H 3.32 6.41 -10.42
H 4.34 4.15 -10.48
H 3.83 2.52 -8.70
H 1.83 7.05 -8.57
H -0.29 5.98 -4.18
H -0.74 4.37 -2.37
H 0.13 2.06 -2.51
H 1.49 1.36 -4.45

---

4.
Density functional theory data (ωB97M-V/def2-TZVPD) for a molecular structure, C31H22Br4FeIN5O4.

Maximum force in Eh/bohr: 0.01272
LUMO (alpha / beta) in eV: 0.00 / -0.01

Atoms and positions in Å:
Fe 0.38 0.06 0.52
C -2.88 1.08 0.85
C -1.99 1.60 1.94
C -2.53 2.41 2.98
C -1.73 2.83 4.00
C -0.37 2.47 4.02
C 0.57 2.82 5.03
Br 0.02 3.86 6.51
C 1.87 2.40 4.94
C 2.31 1.64 3.85
Br 4.12 1.11 3.77
C 1.46 1.27 2.81
O 1.79 0.58 1.78
C 0.09 1.69 2.94
N -0.72 1.27 1.93
H -3.86 0.83 1.25
H -2.45 0.20 0.38
H -3.03 1.84 0.08
H -3.58 2.67 2.95
H -2.13 3.44 4.79
H 2.57 2.67 5.71
Br -2.28 -2.71 -2.77
C -1.94 -3.08 -0.95
C -2.43 -4.26 -0.37
C -2.21 -4.55 0.95
Br -2.91 -6.15 1.68
C -1.47 -3.65 1.77
C -1.21 -3.82 3.14
C -0.50 -2.87 3.82
C -0.04 -1.73 3.13
N -0.25 -1.54 1.85
C -0.97 -2.48 1.17
C -1.22 -2.15 -0.22
O -0.74 -1.05 -0.68
H -2.99 -4.95 -0.99
H -1.57 -4.70 3.65
H -0.29 -2.97 4.87
H 0.54 -0.98 3.65
O -0.63 -0.98 -6.36
C 0.61 -1.62 -6.15
N 1.04 -1.21 -4.83
C 2.33 -1.30 -4.46
O 3.20 -1.72 -5.21
C 2.66 -0.86 -3.06
C 3.98 -0.55 -2.75
C 4.28 -0.18 -1.46
C 3.26 -0.11 -0.52
N 1.98 -0.40 -0.81
C 1.71 -0.78 -2.07
H -1.11 -1.45 -7.05
H 1.37 -1.30 -6.87
H 0.51 -2.71 -6.21
H 0.32 -0.86 -4.22
H 4.74 -0.64 -3.52
H 5.29 0.06 -1.16
H 3.44 0.18 0.51
H 0.68 -1.07 -2.23
I -2.78 2.38 -4.07
C -1.41 2.66 -2.53
C -0.95 3.93 -2.19
C -0.05 4.03 -1.14
C 0.35 2.89 -0.49
N -0.09 1.67 -0.81
C -0.96 1.56 -1.82
H -1.29 4.80 -2.72
H 0.34 5.00 -0.84
H 1.06 2.93 0.33
H -1.31 0.56 -2.03

---

5.
Density functional theory data (ωB97M-V/def2-TZVPD) for a molecular structure, C31H23Cl2CoN5O3.

Expectation value of S²: 3.761
Maximum force in Eh/bohr: 0.01029
LUMO (alpha / beta) in eV: -0.63 / -0.65
2S+1: 4

Atoms and positions in Å:
Co 0.55 0.39 -0.37
C 0.41 -2.40 -2.07
O -0.35 -1.37 -1.46
C -1.66 -1.60 -1.12
C -2.38 -2.71 -1.56
C -3.71 -2.85 -1.18
C -4.32 -1.90 -0.38
C -3.59 -0.80 0.06
C -2.27 -0.64 -0.30
N -1.44 0.44 0.11
N -2.09 1.46 0.51
C -1.43 2.55 0.98
C -0.05 2.60 1.35
O 0.79 1.66 1.18
C 0.41 3.80 2.01
C -0.39 4.87 2.19
C -1.76 4.87 1.77
C -2.56 6.01 1.94
C -3.88 6.02 1.54
C -4.41 4.86 0.96
C -3.64 3.73 0.78
C -2.29 3.71 1.18
H 0.03 -2.61 -3.07
H 0.39 -3.30 -1.45
H 1.42 -2.01 -2.13
H -1.91 -3.45 -2.19
H -4.27 -3.71 -1.52
H -5.35 -2.01 -0.08
H -4.04 -0.05 0.71
H 1.45 3.80 2.32
H 0.00 5.76 2.65
H -2.12 6.89 2.39
H -4.49 6.90 1.67
H -5.45 4.85 0.64
H -4.07 2.85 0.33
Cl 5.26 0.34 -2.05
C 4.57 -0.66 -0.80
C 5.41 -1.55 -0.12
C 4.92 -2.36 0.87
Cl 5.99 -3.45 1.70
C 3.55 -2.31 1.22
C 2.94 -3.10 2.21
C 1.60 -2.98 2.46
C 0.86 -2.04 1.71
N 1.40 -1.29 0.79
C 2.73 -1.40 0.52
C 3.22 -0.54 -0.53
O 2.40 0.25 -1.14
H 6.46 -1.59 -0.38
H 3.54 -3.81 2.77
H 1.11 -3.57 3.21
H -0.20 -1.91 1.89
N -1.87 1.66 -2.71
C -0.91 2.57 -2.35
C -1.13 3.94 -2.54
C -0.11 4.81 -2.26
C 1.12 4.32 -1.82
C 1.24 2.97 -1.64
N 0.24 2.10 -1.86
H -2.83 1.96 -2.70
H -1.73 0.71 -2.39
H -2.09 4.29 -2.91
H -0.27 5.88 -2.39
H 1.95 4.98 -1.61
H 2.15 2.52 -1.27

---

6.
Density functional theory data (ωB97M-V/def2-TZVPD) for a molecular structure, C31H24CaN5O3S.

Maximum force in Eh/bohr: 0.00255
Energy above the lowest of the compared OMol25 structures with the same formula, charge and spin in kJ/mol: 0.00
LUMO in eV: -3.02
Total charge: +1

Atoms and positions in Å:
Ca 0.40 0.40 -0.04
O 3.62 5.90 2.40
C 3.45 4.89 3.08
O 3.35 4.68 4.30
C 3.22 3.60 2.23
C 2.98 2.38 2.85
C 2.56 1.31 2.08
N 2.40 1.40 0.75
C 2.70 2.56 0.14
C 3.12 3.68 0.85
C 2.45 2.60 -1.32
C 3.15 3.46 -2.16
C 2.86 3.45 -3.51
C 1.89 2.58 -4.00
C 1.25 1.76 -3.10
N 1.51 1.75 -1.79
C 2.17 0.00 2.68
C 2.72 -0.45 3.87
C 2.30 -1.67 4.38
C 1.33 -2.39 3.70
C 0.83 -1.86 2.52
N 1.24 -0.70 2.01
H 3.04 2.35 3.93
H 3.30 4.64 0.38
H 3.90 4.11 -1.75
H 3.40 4.11 -4.19
H 1.64 2.55 -5.05
H 0.48 1.07 -3.44
H 3.48 0.13 4.37
H 2.72 -2.04 5.30
H 0.97 -3.34 4.07
H 0.07 -2.40 1.96
N -0.21 3.20 1.80
C -1.09 4.15 2.17
C -2.31 3.80 1.64
C -2.06 2.62 0.94
N -0.78 2.25 1.04
H 0.77 3.18 2.02
H -0.78 4.98 2.78
H -3.24 4.32 1.74
H -2.75 2.01 0.37
O -1.10 -1.04 -0.92
S -2.43 -1.77 -0.73
C -3.09 -2.02 -2.35
C -4.35 -1.52 -2.60
C -4.90 -1.67 -3.87
C -4.18 -2.31 -4.86
C -2.90 -2.80 -4.60
C -2.35 -2.67 -3.34
C -1.97 -3.43 -0.28
C -0.67 -3.88 -0.48
C -0.36 -5.19 -0.11
C -1.33 -6.01 0.44
C -2.63 -5.54 0.63
C -2.95 -4.24 0.28
H -4.91 -1.02 -1.81
H -5.89 -1.29 -4.08
H -4.61 -2.42 -5.85
H -2.35 -3.30 -5.38
H -1.36 -3.06 -3.12
H 0.07 -3.23 -0.90
H 0.65 -5.56 -0.26
H -1.08 -7.02 0.72
H -3.38 -6.18 1.07
H -3.95 -3.86 0.43

---

7.
Density functional theory data (ωB97M-V/def2-TZVPD) for a molecular structure, C31H24CdF5I2N6O2S.

Maximum force in Eh/bohr: 0.00996
Energy above the lowest of the compared OMol25 structures with the same formula, charge and spin in kJ/mol: 15.40
LUMO in eV: 1.66
Total charge: -1

Atoms and positions in Å:
Cd 0.38 -0.60 1.18
I -6.01 2.83 5.04
C -4.40 2.24 3.79
C -4.10 2.98 2.66
C -3.06 2.55 1.87
I -2.54 3.66 0.15
C -2.29 1.36 2.09
O -1.39 1.00 1.26
C -2.61 0.69 3.31
C -1.88 -0.56 3.72
N -0.42 -0.46 3.57
C 0.18 0.65 4.31
C 0.53 1.83 3.43
C 0.36 3.13 3.89
C 0.76 4.19 3.09
C 1.31 3.91 1.85
C 1.43 2.59 1.46
N 1.06 1.57 2.24
C -3.65 1.12 4.12
H -4.66 3.87 2.41
H -2.15 -0.80 4.76
H -2.19 -1.39 3.08
H 0.00 -1.33 3.87
H -0.46 0.98 5.13
H 1.13 0.30 4.73
H -0.09 3.31 4.86
H 0.63 5.21 3.42
H 1.61 4.71 1.18
H 1.84 2.31 0.50
H -3.89 0.57 5.02
O -1.60 -1.91 1.01
N -1.59 -3.19 0.70
C -2.60 -3.96 1.17
C -2.67 -5.30 0.91
C -1.67 -5.89 0.15
C -0.65 -5.10 -0.34
C -0.60 -3.72 -0.09
S 0.59 -2.69 -0.73
H -3.33 -3.42 1.75
H -3.49 -5.88 1.31
H -1.68 -6.95 -0.06
H 0.14 -5.52 -0.95
F 2.26 -1.58 3.59
C 2.24 -1.58 2.18
F 2.45 -2.91 1.86
C 3.53 -0.87 1.79
F 3.50 -0.55 0.47
F 4.67 -1.58 1.97
F 3.68 0.28 2.48
C -0.97 0.32 -2.86
C -0.55 0.66 -1.59
N 0.72 0.53 -1.19
C 1.59 0.03 -2.06
C 1.27 -0.35 -3.36
C -0.06 -0.20 -3.76
C 2.29 -1.00 -4.19
C 2.65 -0.76 -5.46
C 2.32 0.38 -6.32
C 2.65 0.34 -7.68
C 2.39 1.46 -8.44
N 1.84 2.56 -7.94
C 1.56 2.51 -6.64
N 1.77 1.49 -5.81
H -2.02 0.42 -3.12
H -1.24 1.04 -0.84
H 2.62 -0.07 -1.72
H -0.36 -0.52 -4.75
H 2.77 -1.84 -3.69
H 3.34 -1.46 -5.93
H 3.10 -0.55 -8.10
H 2.62 1.48 -9.50
H 1.11 3.40 -6.20

---

no.,energy (eV)
1,-147626.8172
2,-81303.7061
3,-87019.3709
4,-370805.8228
5,-108787.5993
6,-75401.3326
7,-90762.0653